19
Properties=species:S:1:pos:R:3:nbo_charge:R:1 method="wB97M-V/def2-TZVPD" e_above_lowest_kcal_mol=68.46 energy_ha=-290.21280 homo_energy_ev=-12.20 largest_force_ha_per_bohr=0.0770 smiles="C=C/C=C/CC[NH3+]" charge=+1
H -1.8971 -0.3483 -2.9721 0.461
N -2.1794 -0.2463 -1.9514 -0.693
H 0.6474 1.6601 0.2209 0.221
H 0.4131 0.2152 -1.4607 0.217
H 2.8592 1.7797 1.4043 0.186
C 2.3743 1.5291 2.3366 -0.346
C 1.1018 1.0467 2.1981 -0.249
H -1.8147 -1.2066 -0.1107 0.232
C 0.1650 -0.7303 -1.0432 -0.464
H 0.5716 0.7420 3.0589 0.219
C 0.4589 -0.5004 0.4877 -0.185
H -1.9290 0.6421 -1.4628 0.468
H 0.4478 -1.4643 0.9990 0.230
H -3.0832 -0.6432 -1.8286 0.449
H -1.1616 -2.3515 -1.4247 0.271
C 0.6702 0.7610 0.8137 -0.219
H 2.8756 1.8321 3.3077 0.228
C -1.3547 -1.2365 -1.1180 -0.262
H 0.8347 -1.4805 -1.4546 0.234